Entry 1:
Density functional theory data (ωB97M-V/def2-TZVPD) for 7 unconnected molecules or ions with the total composition C43H101NSi in a non-equilibrium geometry.

Cartesian coordinates (Å):
1 C 6.1545 2.8746 0.1087
2 C 6.2976 1.9002 -1.0666
3 C 5.3398 0.6789 -0.9706
4 C 6.0703 -0.6821 -1.1191
5 Si 3.9871 0.8170 -2.2792
6 N 2.5370 0.1176 -1.6866
7 C 1.7957 0.5104 -0.7319
8 C 1.2017 1.9110 -0.6279
9 C 1.3895 -0.4543 0.3676
10 H 6.9804 3.5999 0.0978
11 H 6.1670 2.3489 1.0710
12 H 5.2226 3.4539 0.0301
13 H 6.1066 2.4735 -1.9888
14 H 7.3382 1.5566 -1.1375
15 H 4.8444 0.6904 0.0114
16 H 7.0511 -0.5413 -1.5899
17 H 5.5208 -1.3998 -1.7422
18 H 6.2306 -1.1615 -0.1456
19 H 4.4158 0.0506 -3.4723
20 H 3.8839 2.2534 -2.6904
21 H 1.0943 2.2424 0.4102
22 H 0.1885 1.8661 -1.0575
23 H 1.7791 2.6374 -1.2065
24 H 0.6102 -0.0589 1.0224
25 H 1.0210 -1.3877 -0.0819
26 H 2.2899 -0.7147 0.9377
27 C -1.7261 -1.5305 -2.0685
28 C -2.0895 -1.9890 -0.6599
29 C -1.8119 -3.4677 -0.3938
30 C -2.6197 -4.4448 -1.2504
31 C -4.1359 -4.2864 -1.1420
32 C -4.6766 -4.5184 0.2649
33 H -2.2986 -2.0533 -2.8365
34 H -1.9234 -0.4629 -2.1878
35 H -0.6647 -1.6976 -2.2726
36 H -3.1420 -1.7656 -0.4615
37 H -1.5164 -1.3957 0.0570
38 H -2.0004 -3.6759 0.6633
39 H -0.7449 -3.6620 -0.5519
40 H -2.3480 -5.4653 -0.9585
41 H -2.3291 -4.3453 -2.2991
42 H -4.6064 -4.9955 -1.8282
43 H -4.4321 -3.2918 -1.4879
44 H -4.4187 -5.5188 0.6199
45 H -5.7631 -4.4261 0.2901
46 H -4.2715 -3.7976 0.9772
47 C 1.7266 -3.2604 -3.7496
48 C 0.9625 -3.4482 -5.0561
49 C -0.5360 -3.1714 -4.9520
50 C -1.2855 -4.0446 -3.9479
51 C -1.1594 -5.5499 -4.1520
52 C -1.7158 -6.0522 -5.4788
53 H 1.4080 -3.9680 -2.9814
54 H 2.7945 -3.4150 -3.9116
55 H 1.5989 -2.2501 -3.3526
56 H 1.1346 -4.4622 -5.4302
57 H 1.3742 -2.7746 -5.8126
58 H -0.9840 -3.2715 -5.9450
59 H -0.6820 -2.1256 -4.6602
60 H -2.3459 -3.7681 -3.9713
61 H -0.9336 -3.8050 -2.9393
62 H -1.6876 -6.0433 -3.3299
63 H -0.1095 -5.8427 -4.0553
64 H -2.7730 -5.7958 -5.5794
65 H -1.6274 -7.1365 -5.5572
66 H -1.1846 -5.6184 -6.3280
67 C -3.0701 5.4323 3.2407
68 C -1.9698 4.5978 2.5930
69 C -2.2301 4.2807 1.1204
70 C -3.5030 3.4721 0.8607
71 C -3.5739 2.1398 1.6048
72 C -2.4666 1.1682 1.2162
73 H -4.0300 4.9120 3.2332
74 H -2.8315 5.6592 4.2805
75 H -3.2009 6.3803 2.7140
76 H -1.8388 3.6695 3.1568
77 H -1.0199 5.1331 2.6699
78 H -1.3653 3.7486 0.7126
79 H -2.2954 5.2190 0.5607
80 H -3.5874 3.2850 -0.2147
81 H -4.3762 4.0738 1.1279
82 H -4.5430 1.6794 1.3958
83 H -3.5510 2.3134 2.6843
84 H -2.4944 0.9507 0.1455
85 H -2.5689 0.2215 1.7488
86 H -1.4791 1.5720 1.4522
87 C 9.5123 9.6655 -1.0271
88 C 9.2786 9.2884 0.4319
89 C 9.6309 7.8362 0.7514
90 C 8.8144 6.7945 -0.0164
91 C 7.3015 6.9018 0.1686
92 C 6.8490 6.7014 1.6109
93 H 8.8921 9.0732 -1.7017
94 H 9.2770 10.7155 -1.2050
95 H 10.5560 9.5058 -1.3072
96 H 8.2364 9.4868 0.6979
97 H 9.8812 9.9390 1.0709
98 H 9.5166 7.6714 1.8261
99 H 10.6915 7.6736 0.5344
100 H 9.1391 5.7978 0.3004
101 H 9.0474 6.8597 -1.0826
102 H 6.8229 6.1473 -0.4619
103 H 6.9460 7.8692 -0.1969
104 H 7.1644 5.7238 1.9831
105 H 5.7621 6.7528 1.6882
106 H 7.2597 7.4625 2.2762
107 C -6.2265 1.7047 4.0645
108 C -6.7461 3.0251 3.5071
109 C -7.0296 4.0749 4.5801
110 C -8.1047 3.6806 5.5949
111 C -9.4628 3.3338 4.9865
112 C -10.1031 4.4898 4.2256
113 H -6.9499 1.2252 4.7257
114 H -6.0057 1.0051 3.2577
115 H -5.3061 1.8630 4.6322
116 H -7.6455 2.8432 2.9118
117 H -6.0049 3.4331 2.8136
118 H -7.3112 5.0127 4.0935
119 H -6.1015 4.2858 5.1219
120 H -8.2339 4.5069 6.3013
121 H -7.7541 2.8318 6.1882
122 H -10.1323 3.0200 5.7914
123 H -9.3646 2.4698 4.3230
124 H -10.2398 5.3557 4.8774
125 H -11.0820 4.2097 3.8348
126 H -9.4913 4.8040 3.3785
127 C 0.8805 -6.1941 -0.8271
128 C 1.2875 -7.3363 0.0956
129 C 1.2186 -8.7055 -0.5796
130 C -0.1739 -9.0998 -1.0786
131 C -1.2626 -9.1045 -0.0065
132 C -1.0025 -10.0950 1.1233
133 H -0.1519 -6.3032 -1.1655
134 H 0.9609 -5.2279 -0.3258
135 H 1.5190 -6.1638 -1.7135
136 H 0.6543 -7.3268 0.9876
137 H 2.3086 -7.1721 0.4492
138 H 1.5909 -9.4641 0.1141
139 H 1.9052 -8.7153 -1.4322
140 H -0.1126 -10.0968 -1.5266
141 H -0.4760 -8.4271 -1.8863
142 H -2.2162 -9.3465 -0.4831
143 H -1.3806 -8.0993 0.4091
144 H -0.9115 -11.1120 0.7351
145 H -1.8166 -10.0874 1.8491
146 H -0.0829 -9.8606 1.6619

Cartesian forces (eV/Å) of the 3 atoms listed first:
C 0.11 0.20 -0.19
C -0.08 0.06 0.10
C 0.09 -0.04 -0.15

Output
LUMO level in eV: 0.59
Strongest force on any atom in Eh/bohr: 0.02359
SMILES: CC[C@H](C)[SiH2]N=C(C)C.CCCCCC.CCCCCC.CCCCCC.CCCCCC.CCCCCC.CCCCCC
Total energy in eV: -55598.2030

Atomic partial charges in e from the Mulliken method, atoms 1 to 8: number 1, C, carries -0.977; number 2, C, carries -0.840; number 3, C, carries 0.725; number 4, C, carries -1.359; number 5, Si, carries -0.018; number 6, N, carries 0.137; number 7, C, carries 0.441; number 8, C, carries -1.117


Entry 2:
Density functional theory data (ωB97M-V/def2-TZVPD) for a molecular structure, C43H105AgN7O17 in a non-equilibrium geometry.

Cartesian coordinates (Å):
1 Ag 27.3568 17.0840 24.6054
2 C 31.2620 19.7103 24.2436
3 O 32.2654 20.3694 23.9846
4 O 31.2254 18.5273 24.6337
5 O 30.1011 20.0900 23.9395
6 C 17.4295 19.2112 22.4942
7 O 17.5753 19.5486 23.8764
8 C 16.6309 20.5272 24.3062
9 C 17.2058 21.3924 25.4394
10 N 18.1109 22.4674 25.0616
11 C 18.7810 23.0747 26.2667
12 C 20.1041 23.7889 25.8709
13 O 21.0073 22.9142 25.3392
14 C 22.2467 23.4157 24.9783
15 H 16.4174 18.8617 22.2904
16 H 18.0954 18.3580 22.3647
17 H 17.6704 20.0484 21.8392
18 H 15.8140 19.9544 24.7450
19 H 16.2113 21.1182 23.4920
20 H 17.6422 20.6400 26.0963
21 H 16.4104 21.8603 26.0196
22 H 18.7851 22.2870 24.3315
23 H 18.8608 22.3366 27.0648
24 H 18.0886 23.8111 26.6746
25 H 20.5311 24.1300 26.8141
26 H 19.9373 24.5806 25.1405
27 H 22.9144 22.6901 24.5137
28 H 22.8779 23.7859 25.7861
29 H 22.2068 24.1442 24.1685
30 C 37.2465 21.8958 36.2781
31 O 36.9550 20.8031 35.4323
32 C 37.4854 21.1342 34.1511
33 C 37.3529 19.8690 33.2123
34 N 36.0904 19.1832 33.4414
35 C 36.1163 17.8713 32.7005
36 C 36.1181 18.0650 31.1335
37 O 37.4505 18.0570 30.6615
38 C 37.4908 18.0510 29.2439
39 H 38.2335 22.3248 36.1048
40 H 37.1738 21.4992 37.2907
41 H 36.4852 22.6723 36.2041
42 H 38.5590 21.2770 34.2743
43 H 37.0066 21.9887 33.6729
44 H 38.1768 19.1693 33.3532
45 H 37.3969 20.2515 32.1926
46 H 35.3609 19.7449 33.0262
47 H 35.2875 17.2542 33.0474
48 H 36.9855 17.2949 33.0175
49 H 35.4874 18.9121 30.8638
50 H 35.6270 17.2108 30.6675
51 H 37.1462 19.0303 28.9117
52 H 36.8511 17.3127 28.7605
53 H 38.5395 17.9024 28.9868
54 C 39.7318 23.9362 21.3924
55 O 39.8619 22.6259 21.0124
56 C 38.6169 21.9545 21.0163
57 C 38.6713 20.5761 20.3611
58 N 37.3238 20.2215 19.9490
59 C 37.1549 18.8351 19.5365
60 C 37.5195 18.5537 18.0238
61 O 37.1592 17.2108 17.6644
62 C 37.4399 17.0202 16.2502
63 H 40.7215 24.3926 21.3747
64 H 39.2437 24.0806 22.3563
65 H 39.0856 24.4885 20.7103
66 H 37.8098 22.5162 20.5460
67 H 38.1684 21.8652 22.0058
68 H 38.8765 19.8706 21.1664
69 H 39.3200 20.4438 19.4952
70 H 36.6046 20.3221 20.6510
71 H 36.0978 18.5885 19.6358
72 H 37.5950 18.0765 20.1837
73 H 38.5783 18.7639 17.8725
74 H 36.9051 19.2856 17.4994
75 H 37.5323 15.9592 16.0184
76 H 38.3460 17.5260 15.9166
77 H 36.6406 17.4422 15.6412
78 C 27.0298 19.2920 15.3565
79 O 28.3408 18.8151 15.5356
80 C 29.3432 19.7804 15.7605
81 C 29.4250 20.2421 17.2410
82 N 28.3194 21.0846 17.7968
83 C 28.0983 22.3690 17.0655
84 C 27.0497 23.2780 17.7504
85 O 26.7347 24.3302 16.8326
86 C 25.8888 25.3590 17.3723
87 H 26.9582 20.0186 14.5472
88 H 26.6397 19.8911 16.1793
89 H 26.2920 18.5414 15.0731
90 H 29.3754 20.6107 15.0550
91 H 30.2597 19.2214 15.5718
92 H 30.3466 20.8220 17.1913
93 H 29.5270 19.4421 17.9744
94 H 28.5948 21.3259 18.7381
95 H 27.7386 22.2980 16.0391
96 H 29.0515 22.8974 17.0847
97 H 27.4906 23.6640 18.6695
98 H 26.1388 22.7276 17.9856
99 H 25.7082 26.1086 16.6018
100 H 26.3787 25.8471 18.2148
101 H 24.9649 24.8684 17.6784
102 C 32.0530 25.1251 30.3628
103 O 32.6031 24.1718 29.4808
104 C 33.1923 24.7941 28.3179
105 C 32.1543 25.4485 27.4006
106 N 32.6713 25.7779 26.0952
107 C 31.5836 26.3445 25.3114
108 C 32.1074 26.5961 23.8608
109 O 31.0984 27.4150 23.2568
110 C 31.3616 27.7725 21.9262
111 H 32.7496 25.8300 30.8164
112 H 31.5384 24.5300 31.1173
113 H 31.2261 25.7163 29.9695
114 H 33.6911 23.9665 27.8135
115 H 34.0117 25.4663 28.5726
116 H 31.8042 26.3635 27.8783
117 H 31.2862 24.8198 27.2025
118 H 32.9221 24.9069 25.6496
119 H 31.1470 27.1851 25.8508
120 H 30.7358 25.6644 25.2289
121 H 32.2108 25.6327 23.3615
122 H 33.1142 27.0088 23.7955
123 H 31.3427 26.8320 21.3754
124 H 32.3164 28.2964 21.8804
125 H 30.5748 28.4349 21.5654
126 C 22.0752 17.0155 16.9214
127 O 22.4801 16.7476 18.3073
128 C 23.0153 17.9490 18.9252
129 C 23.5876 17.6003 20.3422
130 N 24.8453 16.8773 20.2426
131 C 24.7106 15.4851 19.8465
132 C 26.0654 14.6950 19.8318
133 O 26.7285 14.8048 21.0790
134 C 27.9302 14.0993 21.3148
135 H 21.5221 16.1404 16.5801
136 H 22.9359 17.2364 16.2901
137 H 21.4686 17.9210 16.9129
138 H 22.1815 18.6476 18.9932
139 H 23.7397 18.4696 18.2989
140 H 22.8295 17.1321 20.9700
141 H 23.7433 18.4890 20.9540
142 H 25.3731 17.4326 19.5844
143 H 24.2210 15.4418 18.8736
144 H 24.0297 14.8583 20.4223
145 H 26.6706 15.0542 18.9994
146 H 25.8557 13.6307 19.7248
147 H 28.5018 14.5076 22.1482
148 H 28.6088 14.2056 20.4684
149 H 27.7376 13.0402 21.4860
150 C 24.5688 13.6105 26.5925
151 O 24.5295 15.0504 26.6492
152 C 23.4486 15.4919 27.4968
153 C 23.4764 17.0591 27.6484
154 N 24.8100 17.6894 27.3010
155 C 25.6778 17.9479 28.4698
156 C 26.2366 16.6829 29.1385
157 O 26.6076 15.7254 28.1152
158 C 27.2789 14.5990 28.6836
159 H 23.7378 13.2672 25.9763
160 H 24.6514 13.1367 27.5706
161 H 25.5150 13.3937 26.0967
162 H 23.6543 15.0292 28.4621
163 H 22.4926 15.0434 27.2267
164 H 23.1416 17.4859 28.5938
165 H 22.7754 17.4217 26.8965
166 H 24.4071 18.6065 27.1716
167 H 25.2015 18.5982 29.2035
168 H 26.6047 18.4543 28.2004
169 H 25.4541 16.2721 29.7765
170 H 27.0684 16.8904 29.8116
171 H 26.6831 14.0041 29.3759
172 H 28.2022 14.8316 29.2142
173 H 27.6435 13.9208 27.9121

Cartesian forces (eV/Å) of the 3 atoms listed first:
Ag 0.07 0.22 0.24
C 0.81 0.34 -1.66
O 0.83 0.59 0.46

Output
<S²>: 0.7674
Spin multiplicity: 2
LUMO level (spin up / spin down) in eV: -3.02 / -2.99
Strongest force on any atom in Eh/bohr: 0.05382
Total energy in eV: -95512.1026

Atomic partial charges in e from the Mulliken method, atoms 1 to 8: number 1, Ag, carries 0.927; number 2, C, carries 0.789; number 3, O, carries -0.646; number 4, O, carries -0.563; number 5, O, carries -0.544; number 6, C, carries -0.716; number 7, O, carries -0.299; number 8, C, carries -0.702


> Among the records above, which one has the highest total energy?

C43H101NSi